DFT (ωB97M-V/def2-TZVPD) results for 10 unconnected molecules or ions with the total composition C50H117O29P6 in a non-equilibrium geometry.

Structure (XYZ):
```
202
Properties=species:S:1:pos:R:3
C -0.17007 1.38194 -0.20627
C -1.25723 2.32161 -0.69464
O -1.19693 2.72220 -1.87407
O -2.24818 2.62650 -0.03317
H -0.48041 0.72663 0.60758
H 0.74866 1.89695 0.07442
H 0.02288 0.72745 -1.05627
C -2.55925 -2.09072 -1.55560
C -2.76719 -0.94221 -0.54595
O -4.06159 -0.78429 -0.09728
P -5.19655 0.03070 -0.98967
O -4.92196 1.46626 -1.16014
O -5.35491 -0.80788 -2.37320
C -5.73515 -2.15294 -2.40644
C -7.25994 -2.38850 -2.52811
O -6.59146 -0.31671 -0.24146
C -6.67017 -0.07895 1.11168
C -6.45857 1.36713 1.58003
H -1.50865 -2.21561 -1.81780
H -2.97292 -3.01759 -1.15822
H -3.11931 -1.86009 -2.46183
H -2.12704 -1.12024 0.31812
H -2.41551 -0.04325 -1.05221
H -5.17207 -2.67200 -3.18209
H -5.42443 -2.66749 -1.49716
H -7.41778 -3.46660 -2.49846
H -7.77583 -1.91257 -1.69417
H -7.69958 -2.04260 -3.46361
H -7.63845 -0.41988 1.47814
H -5.93384 -0.75042 1.55333
H -5.47623 1.77789 1.34683
H -7.17125 2.04524 1.11060
H -6.58402 1.43966 2.66036
C 5.71666 -0.84887 -7.13215
C 4.77893 -0.44192 -5.96748
O 3.45868 -0.25711 -6.44383
P 2.48077 -1.51421 -6.57727
O 3.11218 -2.81990 -6.78704
O 1.51483 -1.43162 -5.24722
C 1.01855 -0.12884 -4.81699
C 1.89728 0.53629 -3.70985
O 1.53887 -1.05184 -7.85478
C 0.39982 -1.91716 -8.20540
C 0.73466 -2.62852 -9.55086
H 5.52467 -1.86350 -7.48110
H 5.65565 -0.13061 -7.94976
H 6.74584 -0.90259 -6.77720
H 4.85788 -1.21455 -5.20269
H 5.21133 0.46031 -5.53490
H 0.93454 0.52057 -5.68837
H -0.02846 -0.24406 -4.53667
H 2.91839 0.61467 -4.08306
H 1.51602 1.54828 -3.57346
H 1.89716 0.02567 -2.74685
H 0.15574 -2.67671 -7.46269
H -0.44569 -1.25151 -8.37898
H 1.57751 -3.31595 -9.47903
H -0.13379 -3.19913 -9.87994
H 0.85522 -1.88465 -10.33840
C 4.49053 6.22209 1.88425
C 4.40989 7.75712 1.55244
O 4.38130 7.93332 0.13193
P 3.00584 8.07901 -0.70884
O 2.13652 9.23026 -0.27830
O 3.45844 8.17193 -2.25920
C 3.64862 9.43239 -2.79240
C 2.44363 9.84932 -3.54261
O 2.32046 6.64714 -0.54074
C 2.79004 5.47240 -1.14839
C 1.67853 4.45189 -1.00863
H 3.55450 5.67203 1.78735
H 5.28497 5.73431 1.31939
H 4.83267 6.05862 2.90616
H 3.52274 8.20045 2.00469
H 5.22709 8.31029 2.01534
H 3.82384 10.21175 -2.05079
H 4.47168 9.57405 -3.49286
H 2.46533 9.39490 -4.53313
H 1.53916 9.68548 -2.95677
H 2.44605 10.92651 -3.70926
H 2.82226 5.66811 -2.22019
H 3.74907 5.16778 -0.72937
H 0.81666 4.84608 -1.54704
H 2.01092 3.51831 -1.46253
H 1.37085 4.21080 0.00887
C 3.55691 0.83018 0.29809
C 4.97261 0.28018 0.36335
O 4.94001 -0.97192 -0.33494
P 5.97341 -1.27860 -1.58429
O 5.67719 -0.41346 -2.77220
O 7.45023 -1.04475 -0.99633
C 7.91957 -1.94388 0.02204
C 9.41596 -2.29068 -0.10473
O 5.81381 -2.86133 -1.91476
C 4.50308 -3.35735 -2.22744
C 4.54867 -4.35796 -3.34497
H 2.90479 0.20021 0.90305
H 3.54002 1.87484 0.60873
H 3.08444 0.71355 -0.67725
H 5.69496 0.95277 -0.09918
H 5.25040 0.16988 1.41157
H 7.74848 -1.61925 1.04842
H 7.33191 -2.86147 -0.00561
H 9.96801 -1.44746 0.31039
H 9.54593 -3.16121 0.53822
H 9.74163 -2.50129 -1.12339
H 4.09610 -3.78904 -1.31306
H 3.77523 -2.58785 -2.48479
H 4.85874 -4.03957 -4.34024
H 5.18990 -5.17211 -3.00716
H 3.58085 -4.82213 -3.53465
C -5.79275 0.23876 8.72563
C -4.57219 1.02988 8.46005
O -4.07625 0.74781 7.15316
P -2.49677 1.02643 6.79131
O -1.80133 2.05847 7.59665
O -1.78360 -0.44386 6.85921
C -1.67318 -1.07082 8.15935
C -0.96385 -2.42828 7.99960
O -2.49227 1.28246 5.19767
C -3.36805 0.44170 4.40423
C -3.17973 0.87740 2.95043
H -6.20741 0.39931 9.72082
H -6.51143 0.53236 7.96052
H -5.63170 -0.83315 8.61090
H -4.81434 2.08548 8.58318
H -3.79435 0.79884 9.18784
H -1.20580 -0.34036 8.81971
H -2.59644 -1.38221 8.64794
H -1.63852 -3.11774 7.49212
H -0.12898 -2.29657 7.31129
H -0.63205 -2.85510 8.94608
H -3.01093 -0.58518 4.48237
H -4.41052 0.58622 4.68789
H -3.89135 0.36449 2.30340
H -3.33139 1.95668 2.96663
H -2.18536 0.67055 2.55480
C -1.91843 -6.18425 5.39918
C -2.79102 -5.94727 4.21307
O -2.78059 -4.51121 4.02716
P -2.12815 -3.99950 2.61471
O -1.22224 -5.00962 2.00802
O -3.41304 -3.73674 1.67077
C -4.06088 -4.83064 1.03709
C -5.49069 -4.42202 0.80217
O -1.49046 -2.52330 2.88099
C -0.56930 -2.39044 3.96143
C -0.03176 -1.01799 4.00036
H -0.87762 -6.16770 5.07587
H -1.94731 -5.44140 6.19633
H -2.15275 -7.09677 5.94736
H -2.43079 -6.53264 3.36709
H -3.83449 -6.17526 4.43054
H -3.56898 -4.95977 0.07300
H -4.00475 -5.78816 1.55487
H -6.03312 -4.55719 1.73790
H -5.49605 -3.42531 0.36097
H -6.09567 -5.05302 0.15106
H -1.03127 -2.66291 4.91034
H 0.21396 -3.12725 3.78338
H -0.88873 -0.39553 4.25769
H 0.78053 -0.84551 4.70643
H 0.26586 -0.73300 2.99124
C -2.70950 0.07768 -5.47063
C -4.21856 0.14614 -5.52232
C -4.66315 1.41573 -4.80055
O -3.50794 1.92146 -4.21755
C -2.42021 1.53508 -5.07355
H -2.34118 -0.21214 -6.45472
H -2.29387 -0.60455 -4.72908
H -4.60840 -0.73387 -5.01074
H -4.54437 0.19138 -6.56149
H -5.55473 1.22308 -4.20385
H -4.97002 2.07738 -5.61058
H -1.51730 1.56189 -4.46351
H -2.25819 2.31364 -5.81900
C 0.63909 2.43806 3.30085
C 2.14308 2.73919 3.07333
C 2.59653 3.43294 4.42954
O 1.70305 2.78410 5.31983
C 0.43264 2.42690 4.76484
H 0.32382 1.49124 2.86238
H 0.02109 3.20789 2.83873
H 2.30752 3.24013 2.11932
H 2.74457 1.83064 3.04441
H 2.28451 4.47214 4.53351
H 3.62693 3.29455 4.75698
H -0.32342 3.20494 4.87029
H 0.05526 1.47641 5.14202
C 0.85205 -2.56619 -0.42331
C 0.37194 -3.91086 -0.81565
C 1.37392 -4.92452 -0.24966
O 2.42576 -4.12435 0.23010
C 1.92722 -2.88469 0.66712
H 0.04938 -1.92425 -0.06037
H 1.22845 -2.11337 -1.34058
H 0.28169 -4.07655 -1.88920
H -0.52108 -4.07857 -0.21359
H 1.84122 -5.63789 -0.92851
H 1.04919 -5.50381 0.61469
H 2.77367 -2.20589 0.77129
H 1.50484 -2.89904 1.67186
```

Output
- Lowest unoccupied orbital energy: 1.77 eV
- Spin multiplicity: 1
- Gap between HOMO and LUMO: 5.6 eV
- Total charge: -1
- Strongest force on any atom: 0.0695 Eh/bohr
- DFT total energy: -6205.94275 Ha